1.
C17H45As3BCaF4NO7P2S | ωB97M-V/def2-TZVPD

Values from the calculation:
E: -276111.7017 eV
relative energy (zero: lowest compared OMol25 entry of this formula, charge and spin): 19.4 kcal per mole
total charge: 0
orbital gap: 8.22 eV
F_max: 0.024 hartree/bohr

Structure (XYZ):
```
82
C17H45As3BCaF4NO7P2S (ωB97M-V/def2-TZVPD)
H -0.958 4.380 -2.432
C 0.777 -1.059 5.251
H -2.755 5.103 -1.295
H -2.303 7.846 -1.066
C -3.211 2.614 -1.334
As -1.348 2.005 -1.624
H -3.498 3.114 -2.268
H -1.819 2.474 -4.051
H -5.429 4.215 -1.267
H -2.695 8.680 0.445
C -2.391 1.604 3.566
C -3.814 6.414 2.241
H -3.286 -2.941 -4.013
H -2.280 -1.522 -4.324
C -0.895 3.885 2.559
H -0.815 -3.415 -3.604
N 1.915 -2.697 3.715
H 1.728 -0.752 5.693
H -2.977 0.703 3.406
As -1.718 2.275 1.865
O 3.192 -0.237 3.286
C -1.601 1.560 -3.495
C 0.955 -1.506 3.812
C -3.480 2.849 1.211
H -1.537 1.363 4.196
H -4.055 1.915 1.218
H -0.094 3.557 3.220
H 1.285 -4.040 -3.084
B 2.270 0.992 -1.623
H -5.673 2.693 -0.399
F 1.594 1.406 -0.403
H 2.870 -2.389 3.526
C -1.460 -2.914 -2.881
S -0.427 -1.758 -1.995
C -2.987 4.887 -0.248
O -1.281 -1.029 2.224
O 0.987 1.098 2.925
H -4.436 5.612 2.636
H -2.998 2.381 4.035
C 1.746 -3.391 -2.340
H 0.326 -1.849 5.855
H 0.555 3.431 -2.351
C -5.193 3.673 -0.349
O 1.619 -0.795 1.345
H 2.520 -3.972 -1.839
H -5.645 4.221 0.481
C -0.374 3.675 -1.840
C -3.675 3.510 -0.163
H 3.762 0.472 2.956
H -0.127 4.116 -0.876
H -3.789 1.682 -1.301
H -0.458 4.498 1.773
H -1.791 -3.640 -2.134
H -2.779 6.261 2.541
H 0.202 -3.671 -0.770
H -2.033 4.898 0.281
P -0.595 -2.157 2.947
F 1.432 1.297 -2.695
H 2.233 -2.554 -2.835
C -2.626 -2.207 -3.550
C 0.764 -2.892 -1.290
H -1.637 4.458 3.115
P 1.687 -0.194 2.728
F 2.433 -0.405 -1.556
O -0.067 -3.337 2.202
O -1.515 -2.609 4.178
H -2.457 -2.560 3.970
Ca -0.227 0.096 0.543
As -3.981 6.508 0.291
F 3.478 1.647 -1.698
O -1.319 -1.313 -0.813
H -3.918 3.477 1.993
H -0.692 1.100 -3.874
H -2.441 0.874 -3.595
H 1.526 -3.288 2.939
H -4.171 7.358 2.654
H -3.208 -1.644 -2.821
H -1.556 7.313 0.458
H 1.901 -3.233 4.581
C -2.463 7.712 0.002
H 0.114 -0.197 5.273
H 1.299 -2.302 -0.543
```

---

2.
C3H4F2O | ωB97M-V/def2-TZVPD

Values from the calculation:
E: -10656.4014 eV
relative energy (zero: lowest compared OMol25 entry of this formula, charge and spin): 35.9 kcal per mole
SMILES string: FC1(F)COC1
total charge: 0
orbital gap: 11.57 eV
F_max: 0.080 hartree/bohr

Structure (XYZ):
```
10
C3H4F2O (ωB97M-V/def2-TZVPD)
H -0.217 -0.716 -1.815
H 1.043 -0.614 1.475
H -0.503 0.217 1.874
C 0.122 -0.253 1.143
F 1.774 0.468 -0.604
C -0.504 -0.292 -0.886
O -0.638 -1.249 0.360
F 0.023 1.837 -0.230
C 0.446 0.558 -0.184
H -1.548 0.044 -1.132
```

---

3.
C6H25NO6 | ωB97M-V/def2-TZVPD

Values from the calculation:
E: -20398.8618 eV
relative energy (zero: lowest compared OMol25 entry of this formula, charge and spin): 112.9 kcal per mole
SMILES string: CCCC[C@H](N)CO.O.O.O.O.O
total charge: 0
orbital gap: 9.16 eV
F_max: 0.145 hartree/bohr

Structure (XYZ):
```
38
C6H25NO6 (ωB97M-V/def2-TZVPD)
H 1.474 0.931 -2.199
O 2.679 3.793 -0.698
H 2.086 4.077 0.105
O -1.585 -1.534 2.275
H 0.345 -1.214 3.885
O 0.718 -0.543 3.337
H 1.469 -0.112 3.619
H 0.463 -0.504 1.071
H -2.538 -3.235 -0.486
H -0.689 -1.202 2.397
H 1.039 -2.026 -1.513
H -1.166 0.034 -0.572
O -2.754 -3.098 0.533
H 0.897 2.031 2.353
C 1.700 -1.224 -1.439
H -0.486 1.723 -0.862
C -0.123 0.585 -0.673
H 2.191 -1.024 -0.512
O 2.785 -1.369 -2.372
H -2.433 -0.428 0.356
H 2.503 -1.214 -3.253
C 0.797 0.003 -1.939
H 0.706 2.690 0.860
H -3.563 0.052 -0.460
H -1.042 2.960 2.178
H -3.082 -2.233 0.276
C 0.327 1.782 1.383
H -1.728 -2.248 1.795
N -0.053 -0.406 -3.032
H -1.706 1.355 1.907
O -2.866 -0.590 -0.566
C -1.140 2.148 1.470
H 2.011 3.952 -1.409
C 0.599 0.506 0.684
H -1.659 2.459 0.419
H 1.743 0.448 0.592
H -0.373 0.426 -3.647
H -0.858 -0.919 -2.667
```

---

4.
C4H10ClNO | ωB97M-V/def2-TZVPD

Values from the calculation:
E: -20367.1475 eV
relative energy (zero: lowest compared OMol25 entry of this formula, charge and spin): 89.2 kcal per mole
total charge: 0
orbital gap: 9.85 eV
F_max: 0.095 hartree/bohr

Structure (XYZ):
```
17
C4H10ClNO (ωB97M-V/def2-TZVPD)
H -1.620 0.853 -0.612
H -1.157 -1.856 -2.067
H 1.025 0.412 2.567
H 2.219 0.398 0.584
H -1.297 1.780 0.980
H -0.627 -0.257 -2.187
N -1.042 -1.050 -1.506
H -0.632 -1.849 0.280
C -1.261 0.830 0.473
H -1.836 0.135 0.990
H 1.329 1.926 0.340
C 0.091 0.180 0.247
C -0.094 -1.178 -0.447
Cl 1.467 -1.690 -1.082
C 1.377 0.916 0.101
O 0.434 -0.374 2.230
H 1.625 0.823 -0.891
```

---

5.
C17H21BN6Sn | ωB97M-V/def2-TZVPD

Values from the calculation:
E: -33400.2106 eV
relative energy (zero: lowest compared OMol25 entry of this formula, charge and spin): 70.7 kcal per mole
total charge: +2
orbital gap (spin up / spin down): 5.72 / 4.57 eV
F_max: 0.073 hartree/bohr

Structure (XYZ):
```
46
C17H21BN6Sn (ωB97M-V/def2-TZVPD)
N 3.116 -1.416 0.715
H -2.699 -2.231 0.350
N 0.543 0.453 -1.476
C -1.867 -2.510 -0.274
H 1.118 1.819 -4.406
C 0.439 1.520 -2.320
C -3.000 3.093 0.747
H 3.579 2.595 2.334
C 2.534 2.642 2.654
H 0.099 -4.262 -2.239
H -2.658 3.655 -0.133
N -0.719 -1.776 -0.344
H 4.627 -1.614 2.206
H 1.977 -2.616 -2.459
C -1.691 -3.650 -1.061
Sn -1.099 0.392 0.059
C -3.181 0.980 -0.656
C 4.882 -2.782 0.280
C 1.034 1.181 -3.538
C 1.516 -0.113 -3.384
C -3.961 1.053 1.691
C 4.265 -1.894 1.213
H 5.834 -3.281 0.409
B 1.631 -1.922 -1.513
N 1.289 -0.514 -2.110
H -4.357 0.048 1.528
H 2.471 2.469 3.701
N 0.206 -2.480 -1.093
H -2.361 4.569 2.200
H -3.047 1.500 -1.613
H 2.110 3.626 2.424
N 2.897 -2.046 -0.514
C -3.799 1.565 2.968
H -3.361 3.342 4.136
H -4.004 0.931 3.836
H 0.010 2.463 -2.000
H -3.793 0.080 -0.797
C 3.978 -2.831 -0.794
H -2.414 -4.418 -1.211
H 1.957 1.859 2.131
H 4.002 -3.369 -1.735
C -0.395 -3.593 -1.560
H 1.967 -0.771 -4.113
C -3.498 1.781 0.576
C -3.312 2.867 3.145
C -2.864 3.606 2.038
```

---

6.
C4H5N3 | ωB97M-V/def2-TZVPD

Values from the calculation:
E: -8696.3033 eV
relative energy (zero: lowest compared OMol25 entry of this formula, charge and spin): 80.9 kcal per mole
SMILES string: Cc1ccnnn1
total charge: 0
orbital gap: 9.49 eV
F_max: 0.109 hartree/bohr

Structure (XYZ):
```
12
C4H5N3 (ωB97M-V/def2-TZVPD)
H -1.783 1.939 -0.001
H 2.581 0.181 1.172
N -1.867 -0.147 0.035
H 2.634 -1.112 0.017
C 2.313 -0.113 0.016
H 0.532 2.363 0.014
C 0.170 1.305 -0.046
C 0.846 0.050 -0.040
H 2.895 0.528 -0.724
N 0.136 -1.126 -0.095
N -1.100 -1.188 0.034
C -1.171 0.980 0.020
```

---

7.
C3H5N3 | ωB97M-V/def2-TZVPD

Values from the calculation:
E: -7661.5215 eV
relative energy (zero: lowest compared OMol25 entry of this formula, charge and spin): 21.5 kcal per mole
SMILES string: C/N=C(\N)C#N
total charge: 0
orbital gap: 10.57 eV
F_max: 0.022 hartree/bohr

Structure (XYZ):
```
11
C3H5N3 (ωB97M-V/def2-TZVPD)
C 0.193 -0.646 -0.225
H 0.776 2.078 0.338
H -0.321 2.416 -0.999
C 0.773 -1.848 -0.826
H -1.068 -0.217 1.343
H -0.924 1.604 0.460
H -0.565 -1.837 1.263
N 0.349 0.445 -0.854
C -0.070 1.680 -0.230
N -0.386 -0.879 1.006
N 1.245 -2.804 -1.273
```

---

8.
C4H7N3 | ωB97M-V/def2-TZVPD

Values from the calculation:
E: -8731.1241 eV
relative energy (zero: lowest compared OMol25 entry of this formula, charge and spin): 12.8 kcal per mole
SMILES string: [H]/N=C(\C#N)NCC
total charge: 0
orbital gap: 10.12 eV
F_max: 0.023 hartree/bohr

Structure (XYZ):
```
14
C4H7N3 (ωB97M-V/def2-TZVPD)
H -0.618 -0.782 -1.503
N 1.901 1.326 -1.839
H 3.234 -0.052 0.954
C 1.667 0.657 -0.924
H 0.178 -1.238 1.266
N 0.182 -0.668 0.433
H -2.720 0.500 -0.985
H -1.551 -1.550 -0.230
N 2.339 -0.496 1.110
H -2.168 0.728 0.687
C 1.442 -0.191 0.251
H -1.283 1.482 -0.654
C -0.960 -0.659 -0.468
C -1.834 0.588 -0.346
```

---

9.
C5H8O | ωB97M-V/def2-TZVPD

Values from the calculation:
E: -7355.7353 eV
relative energy (zero: lowest compared OMol25 entry of this formula, charge and spin): 150.4 kcal per mole
total charge: 0
orbital gap (spin up / spin down): 8.44 / 8.44 eV
F_max: 0.019 hartree/bohr

Structure (XYZ):
```
14
C5H8O (ωB97M-V/def2-TZVPD)
H -1.459 -1.407 -0.256
C -0.125 -0.274 1.064
C 1.723 0.163 -0.747
H 0.065 0.799 1.227
H 0.849 -1.784 -0.223
H -1.411 -0.258 1.718
O -1.866 1.727 -0.713
H -2.252 0.190 1.388
H 1.463 1.222 -0.648
H 1.809 -0.073 -1.812
C 0.685 -0.714 -0.094
C -0.837 -0.515 -0.296
H 2.700 0.005 -0.280
C -1.570 0.665 -0.343
```

---

10.
C6H10O | ωB97M-V/def2-TZVPD

Values from the calculation:
E: -8426.1658 eV
relative energy (zero: lowest compared OMol25 entry of this formula, charge and spin): 117.0 kcal per mole
total charge: 0
orbital gap (spin up / spin down): 8.01 / 8.01 eV
F_max: 0.007 hartree/bohr

Structure (XYZ):
```
17
C6H10O (ωB97M-V/def2-TZVPD)
O 0.251 0.240 1.244
H -2.880 -0.802 0.599
H 0.881 -2.078 0.831
H -1.460 1.509 -0.799
C -0.205 -0.350 -0.688
C 0.818 0.319 0.058
H -2.300 0.687 1.399
H 2.689 0.322 -0.985
H 2.802 0.726 0.747
C -0.703 -0.751 0.790
H -2.180 0.070 -1.556
C -1.592 0.429 -0.711
C 2.195 0.840 -0.156
H 1.573 -2.007 0.525
H 2.159 1.909 -0.408
C -2.070 -0.072 0.649
H 0.023 -0.992 -1.536
```

---

11.
C46H94F2O22 | ωB97M-V/def2-TZVPD

Values from the calculation:
E: -99702.3356 eV
SMILES string: O=C1OC[C@@H](F)O1.O=C1OC[C@@H](F)O1.CCOC(C)=O.CCOC(C)=O.CCOC(C)=O.CCOC(C)=O.CCOC(C)=O.CCOC(C)=O.CCOCC.CCOCC.CCOCC.CCOCC
total charge: 0
orbital gap: 9.44 eV
F_max: 0.111 hartree/bohr

Structure (XYZ):
```
164
C46H94F2O22 (ωB97M-V/def2-TZVPD)
C -4.751 1.838 -1.188
C -2.447 1.037 -8.734
H 5.730 -1.058 -0.512
H 4.253 3.352 6.458
O 4.317 0.682 -2.959
H 4.767 1.039 -0.875
C 3.573 3.001 5.681
H -6.305 -3.308 -2.955
O -1.541 4.670 -3.059
C 4.791 -4.452 2.266
H 5.122 -2.390 2.042
H -2.907 1.357 -2.309
H 0.135 3.075 -1.857
C 3.403 3.496 2.031
C -1.796 2.975 1.879
H 2.816 -1.064 6.471
O -0.962 -0.265 0.480
H 1.931 -5.418 -4.850
H 3.517 4.576 1.929
H -3.629 -2.963 1.317
O 5.074 -1.241 4.883
C 5.074 -3.067 2.896
H -4.869 0.975 -6.370
H -5.223 2.140 -5.017
H -1.203 -2.797 -4.083
H 0.628 -5.359 6.973
C -0.842 -2.933 -3.064
C -2.868 6.360 4.293
H 2.241 -2.366 5.491
O 2.811 3.242 3.317
H 5.971 -2.993 3.510
C -6.088 -2.513 -2.241
H 3.166 -4.239 -5.208
O 2.420 -4.292 -2.021
H -3.805 4.075 -4.474
C -3.980 1.496 -2.440
C 0.922 -1.441 1.066
H 1.660 -1.574 1.857
C 2.556 2.809 1.025
H 0.326 -5.516 2.069
C 0.319 -5.153 4.171
H 2.243 1.826 1.376
O -1.983 5.107 2.651
H -0.957 -6.312 3.220
C -0.015 1.052 -4.732
C 3.585 1.863 -3.190
O -0.091 0.207 4.921
O -3.929 -3.236 -2.700
C 1.480 -6.036 6.916
H 3.436 -5.549 -3.988
C -0.967 4.201 2.228
H 2.175 -0.679 4.947
O 1.506 -3.035 -3.689
H 0.915 -2.236 -1.862
H 5.524 -4.668 1.489
H -1.417 -3.652 5.594
C -0.540 5.054 -2.178
O -4.551 0.400 -3.140
O -0.400 -1.007 6.821
H -2.379 6.549 -3.142
H 3.767 1.932 5.589
C -1.601 -2.666 6.022
C 4.386 0.267 -1.543
F 0.767 -2.658 0.488
H 3.443 -0.070 -1.113
H 3.074 2.706 0.071
O -0.506 6.143 -1.612
H -6.187 0.716 -5.133
H -2.551 3.228 1.135
H 3.526 3.313 -5.001
H -4.037 -0.777 -4.777
C 5.359 -0.863 -1.518
C -4.695 -2.806 -1.861
C 3.842 2.353 -4.594
H -2.004 -4.716 0.774
H 0.347 -2.813 7.178
H -1.221 2.140 1.480
H -0.923 2.953 -5.497
H -0.168 -0.232 2.368
H -2.326 -0.038 -8.595
C 1.991 -6.145 5.509
H -2.368 1.257 -9.798
H -2.520 -4.754 -0.892
H 2.538 -7.084 5.425
O 1.171 -0.390 0.114
H 1.174 4.084 -2.802
H -1.052 5.255 4.550
C 2.793 -1.427 5.444
C -0.062 0.170 -0.309
C -1.491 5.876 3.769
H -5.830 1.699 -1.257
C -5.186 1.098 -5.334
H 4.757 3.677 4.055
C 2.730 -4.829 -4.402
C 0.539 4.086 -1.916
H -3.565 5.526 4.380
O 0.969 -6.264 4.611
H -6.838 -2.477 -1.451
H -3.483 1.242 -8.463
H -1.575 -2.479 -2.398
H 1.026 4.372 -0.983
H -4.382 5.682 -4.551
H 0.544 2.420 -6.319
H -1.155 -2.378 8.143
H -6.264 -1.565 -2.750
H 4.885 -1.809 -1.782
H 1.631 3.343 0.808
C -3.427 -3.144 0.261
H 2.581 3.054 6.128
O -4.567 -2.883 -0.530
H -4.406 2.772 -0.745
H -1.053 -1.687 2.111
H -2.837 6.967 5.198
H -0.298 3.859 3.019
H 3.782 -4.479 1.855
F -2.890 -2.586 6.286
H 0.581 -1.276 -3.154
H 6.302 -0.661 -2.027
C 0.575 -2.335 -2.892
C 4.046 -1.785 4.597
H 4.914 2.483 -4.736
H 4.389 3.033 2.037
H 4.825 -5.190 3.067
C -0.395 -5.441 2.883
H -2.608 -2.453 0.065
H 3.529 4.824 4.451
H 2.617 -5.329 5.149
H -0.785 -4.002 -2.856
C 3.702 3.756 4.318
C -3.465 5.109 -4.416
C 2.203 -4.031 -3.212
O -1.079 1.308 -6.828
H -3.500 5.333 -2.501
H 3.926 2.672 -2.544
H -1.054 -4.595 2.685
H 3.529 1.596 -5.313
H 2.228 -5.681 7.623
C -1.543 1.936 -7.965
C -2.875 -4.609 0.128
H 0.775 1.477 -4.113
O -1.325 3.091 -8.333
H -2.346 2.623 2.752
H 2.514 1.714 -3.049
C -2.659 5.496 -3.175
O 0.605 -3.955 4.367
H -3.636 -5.339 0.403
H -0.728 6.607 3.499
H 1.118 -6.966 7.356
H 0.385 0.129 -5.151
H -2.830 5.132 -5.301
C -0.411 -0.968 1.602
O -1.251 -1.685 5.029
C -0.631 -2.331 7.188
O -0.176 0.846 -1.333
H -0.464 4.571 1.335
C -0.577 -0.750 5.556
H -4.466 1.121 -0.419
C -0.366 2.076 -5.826
H -0.816 0.909 -4.006
H -3.196 0.666 -4.734
H -4.035 2.358 -3.105
H -3.301 7.076 3.595
C -4.187 0.270 -4.511
O 3.856 -2.643 3.543
```

---

12.
C3H6N2O | ωB97M-V/def2-TZVPD

Values from the calculation:
E: -8235.6085 eV
relative energy (zero: lowest compared OMol25 entry of this formula, charge and spin): 25.1 kcal per mole
SMILES string: C/N=C\NC=O
total charge: 0
orbital gap: 10.80 eV
F_max: 0.023 hartree/bohr

Structure (XYZ):
```
12
C3H6N2O (ωB97M-V/def2-TZVPD)
H -2.926 -0.321 -0.769
C 2.192 0.092 0.398
H 0.311 1.765 0.920
H -1.786 -1.384 0.075
O 3.019 -0.725 0.073
N -1.378 0.749 0.161
H 2.441 1.005 0.973
H -1.345 -0.636 -1.478
H 0.619 -0.927 -0.331
C -1.866 -0.454 -0.523
N 0.857 -0.044 0.100
C -0.139 0.880 0.399
```